[1]
Molecular formula: C3H6N4O
Method: DFT, wB97M-V/def2-TZVPD

Results
- orbital gap (eV) = 8.58
- HOMO energy (hartree) = -0.3320
- charge = 0

Last column: Löwdin charge in e.
Positions of all 14 atoms, in Å:
C (1.19861, 1.21211, 0.36053)  -0.03
C (0.08675, 1.90285, -0.16792)  0.04
C (-0.82368, 0.60391, -0.27810)  -0.37
H (-1.60998, -2.05668, -0.44182)  0.13
H (-1.24976, -1.45371, 1.09365)  0.12
H (2.04914, -1.92660, -0.38665)  0.33
H (2.11109, 1.58806, 0.70144)  0.08
H (0.20404, 3.09572, -0.42387)  0.16
H (-2.51560, -0.34430, -0.40170)  0.06
N (-0.67755, -1.79453, 0.18088)  0.00
N (-0.03742, -0.57605, -0.42035)  -0.16
N (1.11328, -0.32969, 0.36780)  -0.24
N (-2.15166, 0.59703, 0.11071)  0.05
O (2.30273, -0.51811, -0.29459)  -0.15

---

[2]
Molecular formula: C4H10F18K2O2P3
Method: DFT, wB97M-V/def2-TZVPD

Results
- orbital gap (eV) = 7.67
- HOMO energy (hartree) = -0.2921
- charge = -1

Last column: Löwdin charge in e.
Positions of all 39 atoms, in Å:
K (0.22258, -0.09027, 2.98887)  0.90
K (2.56975, 2.87338, -3.26845)  0.96
P (0.72997, 2.85282, 5.44957)  0.13
F (1.91100, 3.53499, 4.58588)  -0.18
F (1.73255, 2.81761, 6.71123)  -0.16
F (0.20150, 4.29822, 5.90902)  -0.17
F (-0.61461, 2.25477, 6.21952)  -0.19
F (0.01411, 2.92665, 3.99267)  -0.20
F (1.25749, 1.38106, 5.14016)  -0.20
P (0.92401, 1.50446, -0.06481)  0.12
F (-0.56019, 1.46131, -0.70538)  -0.15
F (0.19079, 2.03352, 1.29758)  -0.21
F (0.73608, -0.07317, 0.24362)  -0.20
F (2.36696, 1.34203, 0.66953)  -0.15
F (1.56808, 0.95050, -1.45405)  -0.23
F (1.28058, 3.00910, -0.32547)  -0.14
P (3.84662, -1.60235, 3.44921)  0.18
F (5.34458, -0.97702, 3.58369)  -0.18
F (4.35288, -3.07342, 3.85753)  -0.17
F (3.57110, -1.32621, 5.07363)  -0.20
F (2.27182, -2.16982, 3.22819)  -0.25
F (3.37455, -0.13073, 3.04627)  -0.16
F (4.15443, -2.04104, 1.94573)  -0.16
C (-2.63399, 1.27640, -2.90193)  -0.12
O (-2.28894, -0.02870, -3.29166)  -0.18
C (-3.35849, -0.94743, -3.47647)  -0.22
C (-3.12138, -2.05038, -4.37386)  -0.20
O (-2.07099, -2.84298, -3.77783)  -0.18
C (-1.43078, -3.77565, -4.61488)  -0.12
H (-1.89450, 2.07213, -2.99179)  0.08
H (-2.86913, 1.20713, -1.83986)  0.08
H (-3.55189, 1.56366, -3.41480)  0.08
H (-4.14508, -0.37234, -3.96500)  0.12
H (-3.65856, -1.17572, -2.45375)  0.14
H (-2.80780, -1.69725, -5.35624)  0.12
H (-3.89079, -2.78314, -4.61712)  0.13
H (-1.37280, -3.40641, -5.63880)  0.08
H (-1.94623, -4.72448, -4.46611)  0.08
H (-0.40514, -4.07110, -4.39379)  0.08

---

[3]
Molecular formula: C17H18N4O2
Method: DFT, wB97M-V/def2-TZVPD

Results
- orbital gap (eV) = 8.57
- HOMO energy (hartree) = -0.2925
- charge = 0

Last column: Löwdin charge in e.
Positions of all 41 atoms, in Å:
C (1.33859, 5.43196, 0.28854)  -0.08
O (1.23088, 4.03136, 0.27980)  -0.08
C (2.29371, 3.29496, 0.68921)  -0.21
C (3.57767, 3.79359, 0.87821)  -0.02
C (4.62657, 2.94482, 1.19134)  -0.09
C (4.41545, 1.58501, 1.31367)  -0.10
C (3.13584, 1.07914, 1.16305)  -0.02
C (2.07120, 1.91889, 0.87750)  -0.16
N (0.77560, 1.38604, 0.75928)  0.15
C (-0.31243, 1.87828, 1.42114)  -0.53
O (-0.30336, 2.84551, 2.14843)  0.08
N (-1.49190, 1.19316, 1.19326)  0.12
C (-1.72929, -0.00141, 0.50304)  -0.25
C (-2.85880, -0.06945, -0.32998)  -0.03
C (-3.18288, -1.21003, -1.03310)  -0.01
C (-2.33981, -2.30101, -0.90142)  -0.17
C (-1.20818, -2.25540, -0.05304)  -0.22
C (-0.90720, -1.10790, 0.66890)  0.03
N (-0.56356, -3.46337, -0.08973)  0.16
C (-1.25120, -4.20844, -0.90683)  -0.35
C (-0.91932, -5.60981, -1.25556)  -0.01
N (-2.34183, -3.56789, -1.43521)  -0.04
C (-3.28728, -4.12152, -2.36027)  -0.01
H (0.34463, 5.80353, 0.04478)  0.10
H (2.05248, 5.78731, -0.46385)  0.09
H (1.62906, 5.80387, 1.27522)  0.10
H (3.77307, 4.84811, 0.76371)  0.10
H (5.61606, 3.35528, 1.32673)  0.10
H (5.23579, 0.92106, 1.53875)  0.10
H (2.95104, 0.02058, 1.27660)  0.11
H (0.68371, 0.50032, 0.28508)  0.12
H (-2.30643, 1.71262, 1.48740)  0.15
H (-3.48880, 0.80375, -0.41311)  0.11
H (-4.06152, -1.23706, -1.66063)  0.10
H (-0.08281, -1.10989, 1.36381)  0.12
H (-1.73552, -6.27719, -0.97992)  0.08
H (-0.74467, -5.70772, -2.32684)  0.08
H (-0.02232, -5.90062, -0.71855)  0.08
H (-2.78904, -4.43024, -3.28266)  0.10
H (-3.78764, -4.99088, -1.92638)  0.10
H (-4.03559, -3.36933, -2.60040)  0.09